--- A ---
Entry from the OMol25 dataset: a structure of composition C5H13NP (the ωB97M-V functional and the def2-TZVPD basis).

Last column: Löwdin charge in e.
Geometry (Å):
C: -0.298 -1.632 -0.527  -0.15
C: 0.513 -1.341 0.717  -0.22
C: -1.168 -0.337 -0.783  -0.14
C: 1.024 0.101 0.661  -0.32
C: -1.234 1.904 0.164  -0.02
N: -0.398 0.868 -0.399  -0.13
P: 2.419 0.566 -0.426  0.88
H: 0.398 -1.707 -1.480  0.15
H: -1.071 -2.332 -0.578  0.10
H: -0.011 -1.618 1.534  0.08
H: 1.264 -2.119 0.841  0.13
H: -1.505 -0.366 -1.720  0.08
H: -2.043 -0.488 0.014  0.18
H: 0.740 0.497 1.647  0.12
H: -1.827 2.430 -0.465  0.08
H: -1.714 1.388 1.054  0.14
H: -0.630 2.658 0.503  0.07
H: 0.059 1.117 -1.274  0.11
H: 2.997 -0.768 -0.669  -0.04
H: 3.368 0.522 0.574  -0.10

Properties
Total charge: +1

***

--- B ---
Entry from the OMol25 dataset: a structure of composition C5H13NP (the ωB97M-V functional and the def2-TZVPD basis).

Last column: Löwdin charge in e.
Geometry (Å):
C: 0.982 0.580 -1.285  0.01
C: 1.219 -0.935 0.646  -0.33
C: -0.893 0.324 -0.672  -0.38
C: -1.711 -0.268 -1.810  -0.16
C: -0.766 -0.029 2.326  -0.25
N: 1.649 0.335 0.075  -0.07
P: -0.638 -0.892 0.679  0.96
H: 1.242 -0.130 -2.112  0.12
H: 1.022 1.580 -1.649  0.09
H: 1.570 -1.762 0.049  0.09
H: 1.568 -1.037 1.681  0.10
H: -1.207 1.295 -0.139  0.11
H: -1.020 -0.512 -2.650  0.08
H: -2.549 0.394 -2.226  0.11
H: -2.249 -1.148 -1.506  0.05
H: -1.723 -0.050 2.703  0.01
H: -0.565 0.980 2.032  0.01
H: 0.016 -0.223 3.048  0.05
H: 2.766 0.426 0.130  0.25
H: 1.286 1.071 0.680  0.15

Properties
Total charge: +1

***

--- C ---
Entry from the OMol25 dataset: a cluster of 2 separate species, C5H13NP in total (the ωB97M-V functional and the def2-TZVPD basis).

Last column: Löwdin charge in e.
Geometry (Å):
C: 0.241 0.456 -0.844  -0.21
C: 2.511 0.710 0.084  -0.10
C: -2.446 1.536 0.467  -0.15
C: 1.654 -0.033 -0.820  -0.37
C: -2.509 0.338 -0.420  -0.32
N: 0.085 -2.646 0.872  -0.06
P: -1.133 -0.672 -0.515  1.05
H: 0.218 1.545 -1.105  0.11
H: 2.154 0.845 1.079  0.08
H: 3.486 0.379 -0.060  0.07
H: 2.382 1.753 -0.354  0.11
H: -3.478 1.701 0.802  0.09
H: -2.181 2.439 -0.064  0.09
H: -1.699 1.448 1.334  0.11
H: 1.508 -1.116 -0.446  0.09
H: 2.006 0.062 -1.874  0.15
H: -3.396 -0.036 -0.988  0.09
H: -0.551 -3.495 0.629  0.09
H: 0.162 -2.264 1.801  0.03
H: 0.986 -2.948 0.421  0.05

Properties
Total charge: +1

***

So which one is most stable? That would be B, about 0.0275 hartree below the next structure.